Formula: CClN4
Source: the Open Molecules 2025 dataset
Level of theory: ωB97M-V/def2-TZVPD

Summary:
Electronic energy (eV): -19516.9367
HOMO energy (eV): -3.6
Total charge: -1
Frontier orbital gap (eV): 7.408

Last column: Mulliken charge in e.
Positions of all 6 atoms, in Å:
1 C 0.87249 -0.15407 -0.09012  -0.04
2 N 0.25239 0.93659 0.01392  -0.02
3 N -1.07546 -1.30312 0.02420  -0.34
4 N -1.09014 0.93309 0.03056  -0.61
5 N -1.60192 -0.24512 -0.00124  0.22
6 Cl 2.64264 -0.16738 0.02268  -0.21